Computed, not measured: a 10-piece molecular cluster, C20H60O20 overall, with ωB97M-V/def2-TZVPD.

Each line ends with the Mulliken charge.
Geometry (Å):
C 0.881 3.149 -4.032  -0.05
C -0.446 2.520 -3.685  0.30
O -1.107 1.901 -4.781  -0.63
O 1.901 2.140 -4.003  -0.56
H 1.179 3.961 -3.366  0.02
H 0.805 3.494 -5.069  0.40
H -1.111 3.364 -3.462  0.33
H -0.344 1.890 -2.798  -0.45
H -0.799 0.986 -4.801  0.37
H 2.692 2.455 -4.448  0.29
C -0.284 4.924 -0.311  -0.22
C 0.202 6.091 -1.145  -0.38
O 1.129 6.889 -0.413  -0.55
O 0.818 4.281 0.348  -0.32
H -0.752 4.136 -0.902  0.15
H -0.977 5.238 0.472  0.26
H -0.606 6.750 -1.467  0.46
H 0.739 5.713 -2.015  0.03
H 0.680 7.567 0.096  0.32
H 1.614 4.832 0.285  0.11
C 1.338 -4.636 2.845  -0.68
C 0.197 -3.693 3.013  0.84
O 0.458 -2.785 4.101  -0.50
O 1.422 -5.553 3.933  -0.54
H 2.260 -4.046 2.763  0.39
H 1.207 -5.193 1.907  0.33
H -0.796 -4.118 3.206  -0.14
H 0.079 -3.168 2.060  -0.41
H 0.925 -3.364 4.719  0.40
H 2.156 -6.143 3.738  0.32
C -2.693 -0.727 -2.931  -0.16
C -3.902 -1.168 -2.077  0.32
O -5.057 -1.375 -2.856  -0.59
O -2.374 -1.781 -3.854  -0.64
H -1.867 -0.576 -2.236  -0.16
H -3.000 0.205 -3.409  0.58
H -4.089 -0.411 -1.314  0.27
H -3.622 -2.083 -1.542  -0.26
H -4.783 -1.655 -3.736  0.36
H -2.470 -1.387 -4.728  0.27
C -2.697 -5.317 1.683  -0.79
C -3.031 -3.921 1.190  0.42
O -3.308 -3.776 -0.203  -0.55
O -1.527 -5.843 1.104  -0.36
H -3.585 -5.941 1.533  0.41
H -2.518 -5.216 2.759  0.41
H -2.147 -3.294 1.341  -0.59
H -3.879 -3.520 1.747  0.54
H -4.110 -4.240 -0.465  0.27
H -1.385 -6.765 1.322  0.25
C 3.584 3.840 4.237  -0.64
C 2.423 3.370 3.389  0.28
O 2.511 1.949 3.373  -0.58
O 4.846 3.719 3.570  -0.53
H 3.643 3.231 5.144  0.28
H 3.457 4.908 4.437  0.35
H 2.536 3.778 2.380  -0.16
H 1.506 3.818 3.789  0.30
H 2.071 1.625 2.569  0.37
H 4.826 2.813 3.223  0.32
C 4.117 3.284 -1.730  0.00
C 4.361 3.546 -0.227  -0.35
O 3.762 4.772 0.197  -0.52
O 4.866 4.214 -2.493  -0.59
H 3.056 3.508 -1.873  -0.03
H 4.439 2.280 -1.984  0.42
H 5.440 3.637 -0.078  0.36
H 3.956 2.783 0.439  0.19
H 4.387 5.497 0.140  0.26
H 4.738 5.105 -2.155  0.31
C -0.024 -4.681 -1.849  -0.39
C -0.687 -4.921 -3.211  -0.65
O -0.570 -3.840 -4.090  -0.57
O -0.612 -3.532 -1.244  -0.29
H 1.011 -4.434 -2.098  0.34
H -0.084 -5.575 -1.233  0.25
H -1.755 -5.126 -3.050  0.26
H -0.185 -5.777 -3.669  0.41
H -1.139 -3.094 -3.824  0.46
H -1.472 -3.821 -0.882  -0.14
C -2.962 -1.385 3.671  -0.50
C -2.154 -0.781 2.523  0.70
O -2.983 -0.446 1.418  -0.61
O -3.970 -0.509 4.110  -0.59
H -2.251 -1.559 4.481  0.25
H -3.325 -2.384 3.399  0.19
H -1.492 -1.589 2.192  -0.47
H -1.561 0.049 2.906  0.33
H -2.354 -0.389 0.682  0.10
H -4.653 -0.445 3.437  0.34
C 0.581 -0.607 0.023  -0.79
C 0.870 0.864 -0.172  0.46
O 0.681 1.566 1.063  -0.27
O -0.766 -0.889 -0.377  0.59
H 0.669 -0.938 1.065  0.30
H 1.293 -1.289 -0.453  0.52
H 0.243 1.292 -0.957  -0.61
H 1.922 1.053 -0.423  0.22
H 0.567 2.507 0.846  0.21
H -0.778 -1.787 -0.746  0.00

The energy relative to the best compared isomer or geometry (same formula, charge and spin) comes out at 111.1 kJ/mol. The calculation puts the LUMO energy at 0.2804 eV. Its SMILES is OCCO.OCCO.OCCO.OCCO.OCCO.OCCO.OCCO.OCCO.OCCO.OCCO. The molar mass comes out at 620.7 g/mol. As for the frontier orbital gap: 9.891 eV. As for the maximum force: 2.1 eV/A. Its total charge is 0.


Computed, not measured: C20H62F2N2O16S2V as an isolated structure, with ωB97M-V/def2-TZVPD.

Each line ends with the Mulliken charge.
Geometry (Å):
V 2.001 12.358 17.948  0.65
N 1.727 10.620 17.078  1.78
S 0.550 9.616 16.762  -0.25
O 0.629 8.242 17.231  -0.46
O -0.267 9.961 15.585  -0.56
F -0.320 10.296 17.949  0.00
S 2.722 9.470 16.105  0.44
O 2.321 9.270 14.743  -0.39
O 3.383 8.409 16.816  -0.46
F 3.922 10.526 15.916  -0.41
C 1.168 12.301 23.105  -1.36
C 2.381 12.653 22.187  1.04
C 3.650 12.791 23.078  -1.23
C 4.213 11.449 23.588  -0.82
C 4.399 10.479 22.442  -1.34
C 3.211 10.330 21.510  1.49
N 2.734 11.685 21.102  0.09
O 1.739 11.655 20.027  1.88
C 2.124 9.375 22.126  -1.35
C 3.744 9.473 20.276  -1.97
C 2.234 14.191 21.684  -1.60
H 0.345 11.835 22.563  0.02
H 0.754 13.262 23.408  0.53
H 1.468 11.701 23.964  0.37
H 3.495 13.367 23.990  0.46
H 4.434 13.257 22.481  0.40
H 3.600 11.002 24.371  0.38
H 5.218 11.515 24.004  0.44
H 4.567 9.479 22.843  0.42
H 5.350 10.679 21.950  0.46
H 1.237 9.467 21.499  0.11
H 1.861 9.755 23.113  0.33
H 2.340 8.309 22.193  0.57
H 3.906 8.413 20.471  0.54
H 4.655 9.963 19.934  0.11
H 3.016 9.561 19.469  0.28
H 1.256 14.282 21.211  0.34
H 3.003 14.450 20.956  0.24
H 2.398 14.817 22.561  0.55
C 6.629 9.961 16.820  -0.70
O 6.261 10.837 17.840  -0.47
H 7.706 9.818 16.912  0.42
H 6.138 8.990 16.877  0.19
H 6.415 10.432 15.861  0.26
H 6.823 10.614 18.586  0.24
C 4.348 5.878 14.864  -0.67
O 4.885 7.031 14.386  -0.44
H 4.285 5.755 15.945  0.26
H 3.409 5.600 14.386  0.20
H 5.074 5.129 14.547  0.38
H 5.682 7.186 14.898  0.27
C -3.176 6.957 17.149  -1.00
O -2.043 7.841 17.032  -0.15
H -3.868 7.284 16.373  0.33
H -2.893 5.955 16.826  0.44
H -3.656 6.949 18.128  0.25
H -1.414 7.327 16.521  0.06
C -0.816 6.804 20.151  0.12
O -0.145 5.608 20.473  -0.57
H -1.891 6.709 20.305  0.36
H -0.413 7.594 20.783  -0.10
H -0.634 7.059 19.107  -0.04
H -0.600 4.870 20.060  0.31
C -1.776 10.839 20.994  -0.31
O -3.031 11.301 20.599  -0.59
H -1.649 11.203 22.014  0.34
H -1.798 9.755 21.104  0.26
H -0.985 11.083 20.286  -0.25
H -3.270 10.947 19.740  0.52
C -0.201 6.814 14.179  -0.55
O -0.522 6.135 15.387  -0.50
H -0.725 7.743 13.954  0.17
H 0.872 6.972 14.067  0.16
H -0.565 6.167 13.381  0.45
H 0.260 5.620 15.596  0.27
C -0.959 13.412 18.520  -0.08
O -0.121 12.985 17.466  -0.38
H -1.924 12.946 18.323  0.09
H -0.629 12.942 19.447  -0.23
H -1.177 14.469 18.671  0.33
H -0.659 13.132 16.685  0.32
C 0.605 10.362 11.859  -0.39
O -0.441 11.148 11.356  -0.51
H 0.320 9.759 12.721  0.03
H 0.900 9.607 11.131  0.44
H 1.474 10.978 12.090  0.12
H -0.528 10.851 10.447  0.34
C 4.768 13.352 18.974  -1.03
O 4.143 12.335 18.196  0.04
H 4.768 13.067 20.026  0.32
H 5.789 13.314 18.594  0.40
H 4.443 14.379 18.809  0.38
H 4.854 11.698 18.095  0.13
C 1.763 12.751 14.790  -0.91
O 2.528 13.165 15.994  -0.27
H 2.373 12.091 14.173  0.43
H 0.816 12.242 14.968  0.20
H 1.549 13.724 14.350  0.45
H 3.369 13.495 15.668  0.27
C -4.472 10.691 17.427  -0.81
O -3.488 10.047 18.245  -0.56
H -5.240 11.200 18.010  0.34
H -4.064 11.372 16.680  0.26
H -4.989 9.917 16.860  0.33
H -2.927 9.479 17.712  0.29

The calculation puts the LUMO energy (alpha / beta) at -9.3696 / -8.5814 eV. Its multiplicity is 4. The molar mass comes out at 739.8 g/mol. As for the frontier orbital gap (alpha / beta): 4.261 / 5.050 eV. As for the maximum force: 11.0 eV/A. Its total charge is +2.


Computed, not measured: a 9-piece molecular cluster, C20H63N5O9 overall, with ωB97M-V/def2-TZVPD.

Each line ends with the Mulliken charge.
Geometry (Å):
C -1.725 -0.448 -6.102  -1.54
C -1.908 0.180 -4.679  0.63
C -3.363 0.588 -4.612  -1.15
O -3.893 0.893 -3.339  -0.31
C -3.648 2.230 -2.836  -0.64
N -1.569 -0.794 -3.687  -0.46
H -2.412 -1.253 -6.386  0.42
H -0.679 -0.736 -6.368  0.33
H -2.021 0.353 -6.815  0.40
H -1.233 1.008 -4.617  0.33
H -4.037 -0.276 -4.977  0.22
H -3.536 1.394 -5.267  0.50
H -3.828 2.989 -3.556  0.44
H -2.645 2.406 -2.389  0.11
H -4.316 2.324 -1.982  0.25
H -1.727 -1.696 -4.111  0.28
H -0.546 -0.716 -3.558  0.06
C 1.457 1.843 3.956  -1.85
C 0.570 0.576 3.737  0.55
C -0.881 0.953 4.192  -0.88
O -1.797 -0.128 4.127  -0.07
C -2.973 0.177 4.847  -0.96
N 0.651 0.162 2.360  0.73
H 1.135 2.616 3.293  0.42
H 2.413 1.713 3.574  0.44
H 1.382 2.209 4.988  0.42
H 0.950 -0.168 4.421  0.05
H -1.228 1.862 3.539  0.18
H -0.797 1.323 5.201  0.45
H -3.480 1.068 4.526  0.35
H -2.809 0.356 5.938  0.31
H -3.652 -0.676 4.698  0.27
H 0.213 0.962 1.869  -0.14
H 0.058 -0.697 2.200  -0.38
C -1.821 -4.110 1.162  -1.07
C -2.051 -3.191 2.272  0.51
C -1.029 -3.353 3.337  -1.25
O 0.282 -2.936 2.985  -0.01
C 1.181 -3.156 4.037  -1.04
N -2.020 -1.750 1.778  0.06
H -0.785 -3.988 0.920  -0.07
H -2.516 -3.921 0.257  0.26
H -1.854 -5.164 1.432  0.45
H -3.078 -3.424 2.746  0.28
H -1.026 -4.354 3.688  0.68
H -1.251 -2.819 4.244  0.49
H 1.022 -4.156 4.550  0.28
H 1.119 -2.407 4.804  0.31
H 2.206 -3.172 3.732  0.32
H -2.247 -1.216 2.584  -0.02
H -2.719 -1.640 1.029  0.08
C 1.927 3.594 -2.379  -1.63
C 2.466 3.093 -1.046  0.28
C 2.015 3.953 0.078  -0.16
O 2.547 5.276 -0.132  -0.39
C 3.013 5.893 1.059  -0.82
N 2.091 1.743 -0.735  -0.43
H 0.825 3.713 -2.403  0.23
H 2.303 3.079 -3.296  0.36
H 2.397 4.517 -2.447  0.57
H 3.620 3.109 -1.060  0.19
H 2.384 3.533 0.995  0.37
H 0.895 4.052 0.150  0.05
H 2.236 6.101 1.749  0.33
H 3.466 6.830 0.679  0.27
H 3.867 5.406 1.519  0.33
H 1.977 1.053 -1.466  0.04
H 2.776 1.333 -0.067  0.15
C 1.598 -3.125 -0.375  -1.31
C 1.873 -1.829 -1.062  1.00
C 2.243 -2.028 -2.492  -0.95
O 3.193 -3.086 -2.570  -0.35
C 3.667 -3.274 -3.901  -0.81
N 0.763 -0.927 -0.898  1.22
H 1.176 -2.922 0.647  -0.07
H 2.477 -3.798 -0.221  0.44
H 0.885 -3.756 -0.874  0.46
H 2.701 -1.419 -0.557  -0.21
H 2.691 -1.152 -2.999  0.41
H 1.332 -2.219 -3.015  0.37
H 2.889 -3.302 -4.667  0.31
H 4.044 -4.303 -3.867  0.29
H 4.451 -2.576 -4.188  0.29
H -0.091 -1.510 -0.965  0.11
H 0.719 -0.514 0.024  -0.91
O -2.883 -0.245 -0.919  -0.43
H -2.563 -0.514 -1.800  0.07
H -3.849 -0.082 -1.089  0.29
O -0.646 1.706 -0.064  0.04
H -1.168 1.073 -0.521  0.53
H 0.238 1.555 -0.446  -0.34
O 3.610 -0.136 1.834  -0.65
H 3.927 -0.713 1.204  0.28
H 2.662 -0.261 1.922  0.26
O -2.850 1.910 1.356  -0.65
H -2.182 2.166 0.648  0.29
H -3.249 1.167 0.913  0.26

The energy relative to the best compared isomer or geometry (same formula, charge and spin) comes out at 172.7 kJ/mol. The calculation puts the LUMO energy at 0.4778 eV. Its SMILES is COC[C@H](C)N.COC[C@H](C)N.COC[C@H](C)N.COC[C@H](C)N.COC[C@H](C)N.O.O.O.O. The molar mass comes out at 517.8 g/mol. As for the frontier orbital gap: 9.179 eV. As for the maximum force: 3.1 eV/A. Its total charge is 0.


Computed, not measured: a 9-piece molecular cluster, C20H63N5O9 overall, with ωB97M-V/def2-TZVPD.

Each line ends with the Mulliken charge.
Geometry (Å):
O 12.505 1.745 -1.780  -0.55
H 13.038 1.289 -1.119  0.22
H 13.141 2.095 -2.418  0.25
O 9.784 1.635 -2.438  0.34
H 9.299 1.445 -1.622  -0.01
H 10.723 1.721 -2.163  0.08
O 8.110 2.276 -4.970  -0.73
H 8.625 1.775 -4.323  0.15
H 8.266 3.209 -4.734  0.43
O 8.267 1.630 0.239  -0.34
H 9.095 1.226 0.571  0.32
H 7.895 2.097 0.995  0.17
C 11.630 2.821 2.418  -1.13
C 11.405 1.556 3.253  0.54
C 11.500 0.304 2.399  -0.97
O 10.468 0.317 1.424  -0.31
C 10.486 -0.852 0.620  -0.54
N 12.410 1.410 4.325  -0.75
H 11.457 3.677 3.078  0.39
H 10.899 2.884 1.608  0.13
H 12.641 2.942 2.027  0.25
H 10.442 1.698 3.745  0.29
H 11.385 -0.584 3.027  0.34
H 12.486 0.297 1.919  0.36
H 9.638 -0.781 -0.058  -0.20
H 10.330 -1.740 1.245  0.39
H 11.411 -1.040 0.068  0.37
H 12.459 2.320 4.784  0.30
H 13.347 1.328 3.931  0.28
C 9.112 6.884 -2.923  -1.62
C 9.963 5.604 -2.871  1.67
C 10.546 5.294 -1.483  -0.53
O 11.419 6.357 -1.166  -0.36
C 12.022 6.286 0.111  -0.75
N 9.031 4.529 -3.269  -0.43
H 9.058 7.125 -3.985  0.35
H 9.504 7.695 -2.311  0.34
H 8.076 6.737 -2.610  0.34
H 10.758 5.684 -3.609  -0.84
H 11.090 4.343 -1.543  0.18
H 9.721 5.192 -0.768  0.36
H 11.355 5.995 0.926  0.30
H 12.411 7.278 0.331  0.29
H 12.837 5.554 0.033  0.25
H 9.485 3.609 -3.158  0.20
H 8.365 4.420 -2.499  0.18
C 11.697 3.173 -4.883  -1.12
C 11.287 4.284 -5.838  1.04
C 12.427 5.308 -5.934  -0.89
O 12.077 6.490 -6.631  -0.47
C 10.935 7.201 -6.175  -0.52
N 11.101 3.748 -7.202  -0.84
H 11.973 3.502 -3.879  -0.11
H 12.650 2.810 -5.295  0.49
H 11.013 2.327 -4.906  0.15
H 10.363 4.753 -5.494  0.17
H 13.270 4.915 -6.498  0.43
H 12.751 5.529 -4.908  0.32
H 11.080 7.540 -5.147  0.20
H 10.069 6.554 -6.317  0.24
H 10.820 8.096 -6.783  0.37
H 10.166 3.356 -7.300  0.29
H 11.070 4.577 -7.797  0.33
C 9.135 -2.025 -2.789  -1.70
C 7.869 -2.479 -2.045  1.12
C 6.694 -2.578 -3.030  -1.12
O 6.384 -1.283 -3.541  -0.21
C 5.127 -1.305 -4.201  -1.00
N 8.135 -3.775 -1.419  -0.78
H 10.006 -2.204 -2.151  0.41
H 9.074 -0.984 -3.097  0.27
H 9.376 -2.677 -3.635  0.46
H 7.634 -1.672 -1.350  -0.05
H 5.824 -3.016 -2.529  0.40
H 6.999 -3.203 -3.878  0.52
H 4.327 -1.555 -3.497  0.35
H 5.130 -1.934 -5.092  0.34
H 4.941 -0.274 -4.509  0.28
H 7.341 -4.026 -0.827  0.31
H 8.054 -4.463 -2.170  0.32
C 4.829 -0.421 -0.234  -0.95
C 4.655 0.855 -1.106  0.44
C 4.316 2.006 -0.165  -0.71
O 3.059 1.851 0.483  -0.39
C 1.934 1.765 -0.359  -0.64
N 5.906 1.155 -1.809  -0.46
H 5.602 -0.252 0.518  0.20
H 5.200 -1.255 -0.828  0.13
H 3.868 -0.665 0.225  0.42
H 3.833 0.796 -1.818  0.34
H 4.337 2.953 -0.720  0.44
H 5.009 2.086 0.672  0.18
H 2.009 0.918 -1.052  0.24
H 1.896 2.680 -0.966  0.30
H 1.018 1.609 0.203  0.27
H 6.253 0.334 -2.302  0.17
H 6.617 1.337 -1.104  0.05

The energy relative to the best compared isomer or geometry (same formula, charge and spin) comes out at 79.6 kJ/mol. The calculation puts the LUMO energy at -0.0397 eV. Its SMILES is COC[C@H](C)N.COC[C@H](C)N.COC[C@H](C)N.COC[C@H](C)N.COC[C@H](C)N.O.O.O.O. The molar mass comes out at 517.8 g/mol. As for the frontier orbital gap: 8.581 eV. As for the maximum force: 1.7 eV/A. Its total charge is 0.


no.,DFT total energy (Eh)
1,-2302.6462
2,-4051.7470
3,-1750.6128
4,-1750.6482